Entry from the OMol25 dataset: a structure of composition C32H29AsIMgO7PS2 (ωB97M-V/def2-TZVPD).

XYZ file:
```
74
Properties=species:S:1:pos:R:3
Mg 0.301 0.878 0.727
I -2.770 0.069 -0.186
C -2.273 -0.454 -2.156
C -3.136 0.113 -3.060
C -3.013 -0.102 -4.440
C -2.016 -0.910 -4.888
C -1.113 -1.520 -3.986
C -0.113 -2.358 -4.545
C 0.792 -2.976 -3.752
C 0.741 -2.760 -2.362
C -0.194 -1.960 -1.753
P 0.057 -1.710 0.062
C 1.577 -2.641 0.449
C 1.581 -4.009 0.717
C 2.768 -4.656 1.023
C 3.959 -3.942 1.066
C 3.960 -2.579 0.813
C 2.773 -1.926 0.509
C -1.216 -2.748 0.847
C -1.950 -3.704 0.156
C -2.909 -4.459 0.820
C -3.133 -4.261 2.174
C -2.398 -3.308 2.868
C -1.446 -2.549 2.208
C -1.193 -1.304 -2.574
H -3.939 0.742 -2.699
H -3.711 0.362 -5.124
H -1.895 -1.112 -5.945
H -0.099 -2.489 -5.620
H 1.556 -3.621 -4.166
H 1.493 -3.245 -1.758
H 0.655 -4.570 0.693
H 2.762 -5.718 1.235
H 4.883 -4.449 1.312
H 4.880 -2.013 0.869
H 2.781 -0.853 0.357
H -1.780 -3.860 -0.903
H -3.482 -5.199 0.277
H -3.885 -4.846 2.688
H -2.577 -3.145 3.923
H -0.899 -1.780 2.742
O 2.202 3.774 0.695
As 2.674 2.551 1.908
O 4.264 2.742 2.189
O 2.120 1.108 1.273
C 1.672 3.007 3.518
C 2.505 3.501 4.518
C 1.998 3.880 5.753
C 0.642 3.769 6.006
C -0.203 3.275 5.024
C 0.304 2.891 3.792
S -0.886 2.232 2.646
O -2.185 2.638 3.089
O -0.667 0.763 2.600
O -0.482 2.718 1.304
H 3.004 4.294 0.553
H 3.564 3.577 4.304
H 2.666 4.262 6.514
H 0.237 4.066 6.965
H -1.266 3.191 5.201
O 0.300 1.289 -1.238
S 0.859 2.425 -2.089
C -0.114 2.262 -3.621
C -1.303 3.230 -3.554
C -1.479 3.639 -2.093
C -0.070 3.884 -1.581
H -0.416 1.214 -3.617
H 0.542 2.431 -4.474
H -2.196 2.763 -3.970
H -1.086 4.116 -4.154
H -1.935 2.836 -1.510
H -2.103 4.526 -1.983
H 0.049 3.985 -0.505
H 0.409 4.734 -2.077
```

Its HOMO energy is -8.4 eV. The calculation puts the HOMO-LUMO gap at 8.25 eV. The strongest force on any atom is 0.33 eV/Å.